No. 1
Density functional theory data (wB97M-V/def2-TZVPD) for an isolated ion of composition C26H51B2N2O4Si and charge +1 in a non-equilibrium geometry.

Structure (XYZ):
```
86
Properties=species:S:1:pos:R:3:lowdin_charge:R:1
Si 5.1430 0.0209 -2.6167 0.596
O -1.8458 -4.8757 2.9405 0.219
O -2.8904 -4.4680 0.9001 0.180
O -2.9396 2.6394 1.6037 -0.138
O -5.1153 0.9951 3.0674 0.189
N -2.3493 -1.5490 2.9188 0.145
N -1.1653 -0.3811 0.8022 0.037
C -4.4234 -1.3824 1.5409 0.022
C -3.2636 -0.5786 2.1858 -0.252
C 5.2672 -4.6360 -2.3675 -0.096
C 5.0868 -2.6483 -3.6739 -0.099
C 5.2601 -2.5108 -1.3337 -0.120
C -2.4379 0.3076 1.1862 -0.346
C -1.3563 -1.8144 0.6161 -0.133
C -1.9687 1.6374 1.7765 -0.173
C 5.1378 -4.0105 -3.5716 -0.100
C 5.3125 -3.8779 -1.2226 -0.091
C -3.5065 0.3131 4.8603 0.018
C -1.4464 0.7986 -2.0236 -0.208
C 1.0598 0.4005 -3.6614 -0.211
C 0.4376 1.7875 -3.3893 -0.212
C 5.7210 0.7121 -0.9560 -0.175
C -1.5759 -2.4768 2.0044 -0.107
C -2.5137 3.8682 2.2002 -0.175
C -1.0943 1.6922 -3.2459 -0.200
C 2.2434 0.0693 -2.7147 -0.250
C 5.1542 -1.8632 -2.5397 -0.264
C 6.4742 0.4980 -3.8838 -0.174
C -2.8811 3.9485 3.7071 -0.195
C -2.5179 1.4740 -1.1446 -0.169
C -1.7154 4.5121 4.5259 -0.098
C 3.5227 0.7571 -3.2456 -0.246
C -3.2041 0.5302 -0.1409 -0.108
B -2.1274 -4.0011 1.9413 -0.607
B -4.0001 0.2855 3.3574 -0.492
H -2.3764 -4.4157 0.0810 0.124
H -4.9112 -1.9516 2.3424 0.116
H -2.1489 -2.0529 -0.0889 0.112
H -1.5374 1.3081 -4.1671 0.115
H -1.0969 1.9257 1.1691 0.140
H -1.6941 5.6024 4.5038 0.079
H 0.6121 2.4843 -4.2136 0.109
H -1.7371 -0.2159 -2.3075 0.110
H -0.5385 0.7437 -1.4211 0.088
H 0.8235 2.2575 -2.4784 0.108
H -2.4140 0.4657 4.8511 0.069
H 6.0665 0.2111 -4.8601 0.024
H -1.4206 3.9442 2.1305 0.115
H 1.9816 0.5070 -1.7481 0.094
H -1.5063 2.6838 -3.0366 0.105
H -2.9268 4.6986 1.6303 0.132
H -0.4288 -2.2524 0.2385 0.144
H -5.1798 -0.7022 1.1675 0.097
H 5.0065 -2.2108 -4.6634 0.109
H -1.6562 -0.9607 3.3797 0.163
H 2.3147 -1.0204 -2.6883 0.095
H 6.4482 0.0203 -0.5292 0.027
H 6.2260 1.6581 -1.1647 0.030
H 0.2824 -0.3682 -3.6421 0.099
H 3.5251 0.7614 -4.3378 0.076
H -1.5904 1.5524 2.8111 0.140
H -0.5040 -0.2555 1.5690 0.125
H 7.3641 -0.1190 -3.7451 0.035
H 5.1086 -4.6086 -4.4769 0.110
H -3.1468 2.9458 4.0410 0.079
H -3.3589 -0.4114 -0.6661 0.114
H -2.1281 2.3955 -0.7162 0.112
H -2.9193 -2.0519 3.5962 0.175
H -1.8335 4.2356 5.5773 0.073
H -5.0926 1.2736 2.1388 0.113
H -3.6772 -0.6072 5.4274 0.077
H 6.6936 1.5649 -3.8800 0.030
H 5.3224 -1.9299 -0.4181 0.091
H 3.4983 1.7987 -2.9038 0.083
H 4.9238 0.9127 -0.2365 0.027
H 5.3369 -5.7134 -2.2814 0.108
H -4.0846 -2.0674 0.7673 0.087
H -3.9094 1.1843 5.3721 0.079
H -0.5695 -2.5478 2.4327 0.151
H -3.7380 4.6184 3.7689 0.114
H 1.4277 0.4277 -4.6900 0.104
H -1.5219 -4.4386 3.7369 0.112
H 5.4230 -4.3291 -0.2448 0.105
H -3.3005 1.7811 -1.8489 0.123
H -4.1807 0.9564 0.1089 0.119
H -0.7387 4.1379 4.2096 0.070
```

SMILES: CCCOC[C@@]1(CCCCCCCC[Si](C)(C)c2ccccc2)NC[C@H](B(O)O)[NH2+][C@@]1(C)B(C)O
LUMO (eV): -3.26
Net charge: +1
E (a.u.): -1770.87321

No. 2
Density functional theory data (wB97M-V/def2-TZVPD) for an isolated ion of composition C4H14N3O and charge +1 in a non-equilibrium geometry.

Structure (XYZ):
```
22
Properties=species:S:1:pos:R:3:nbo_charge:R:1
O 2.3096 -0.6251 0.2324 -0.759
N -0.9967 -0.4505 -0.6063 -0.565
N -0.1705 1.5812 -1.4072 -0.857
N 0.4113 -0.2232 1.5193 -0.666
C 0.0105 0.8306 2.3875 -0.418
C 1.1920 0.2483 0.4201 0.298
C 0.2110 0.1905 -1.0898 0.050
C -1.4608 -1.7354 -1.2786 -0.393
H 1.4737 1.3159 0.4140 0.173
H 2.9807 -0.6212 -0.5199 0.523
H 0.5877 2.2120 -1.2752 0.388
H 0.8639 -0.3045 -1.8298 0.212
H -0.5285 1.5717 -2.3364 0.380
H -0.7252 -2.3695 -1.5903 0.231
H 0.7074 -1.0117 2.0581 0.425
H 0.8513 1.1094 2.9632 0.207
H -2.1691 -2.1366 -0.5955 0.225
H -0.9094 0.5410 3.0728 0.226
H -1.6324 0.3133 -0.6087 0.446
H -0.2339 1.7293 1.7563 0.207
H -1.9379 -1.3915 -2.1632 0.217
H -0.8350 -0.7742 0.4773 0.450
```

SMILES: CN[C@@H](O)[C@H](N)[NH2+]C
Energy relative to the best compared isomer or geometry (same formula, charge and spin) (kJ/mol): 343.6
LUMO (eV): -2.64
Net charge: +1
E (a.u.): -400.00168

No. 3
Density functional theory data (wB97M-V/def2-TZVPD) for C12H23CeF3NO5P2S as an isolated structure in a non-equilibrium geometry.

Structure (XYZ):
```
48
Properties=species:S:1:pos:R:3:lowdin_charge:R:1
Ce -1.4496 0.0553 -0.0114 1.233
S -1.3848 -0.6125 2.8871 0.642
P -0.7081 2.7346 0.0597 0.752
P 0.0176 -2.8864 -0.1853 0.939
F -2.2138 1.8792 3.2518 0.122
F -0.8316 1.1138 4.8104 0.162
F -2.8904 0.4564 4.8229 0.172
O -1.0852 -1.7763 3.6529 -0.187
O -2.5117 -0.7096 1.8765 -0.428
O -1.5282 0.9715 -2.7439 -0.153
O -0.2874 -0.0166 2.0433 -0.409
O -2.5833 -1.5500 -2.2702 -0.089
N 1.0004 -0.0007 -0.6957 0.001
C 0.2033 -3.7411 -1.7270 -0.171
C 1.6421 -2.2069 0.2196 -0.203
C 1.3249 1.2506 -1.1712 -0.332
C 3.3139 -0.5795 -0.6567 0.000
C 0.5568 3.3147 1.1982 -0.207
C -1.5364 4.2141 -0.5370 -0.215
C -0.4061 -4.0335 1.0822 -0.141
C 3.6518 0.6698 -1.1867 0.005
C 2.6471 1.5894 -1.4457 0.003
C -1.8698 0.7932 4.0099 -0.568
C 1.9832 -0.8894 -0.4044 -0.301
C 0.2678 2.2619 -1.3522 -0.370
H 4.0903 -1.2803 -0.3676 0.129
H -0.9818 0.6836 -3.4858 0.079
H -0.8102 5.0345 -0.4762 0.067
H 4.6965 0.9772 -1.3623 0.140
H 2.7629 2.5466 -1.9599 0.139
H 0.4759 3.0973 -1.9960 0.094
H 0.5369 -3.0502 -2.5112 0.087
H -2.4381 4.4394 0.0480 0.063
H 1.6527 -2.1367 1.3147 0.122
H 0.7085 4.3747 0.9872 0.062
H -1.4138 -4.4376 0.9529 0.095
H -2.0486 -0.8402 -2.7884 0.069
H 2.3260 -3.0255 -0.0478 0.129
H 1.4897 2.7842 0.9972 0.055
H 0.9585 -4.5235 -1.5645 0.087
H -0.3440 -3.5900 2.0796 0.062
H -3.4497 -1.1915 -2.0404 0.067
H -0.7471 -4.1887 -2.0498 0.088
H 0.3077 -4.8650 0.9894 0.104
H -0.7635 -1.8347 -0.6916 -0.055
H -0.8164 1.5158 -2.2303 -0.056
H -1.8316 4.0367 -1.5785 0.064
H 0.3169 3.1719 2.2539 0.051
```

Multiplicity: 2
LUMO (spin up / spin down) (eV): -6.96 / -6.95
Net charge: +2
E (a.u.): -2757.09989